(1)
A gas-phase ion, C23H22F3N2O6S (charge -1) at a distorted geometry, computed with wB97M-V/def2-TZVPD.

The geometry in ORCA input format:
```
! wB97M-V def2-TZVPD RIJCOSX def2/J DEFGRID3
* xyz -1 1
C -5.18 0.24 2.93
C -3.73 0.22 2.54
C -3.06 -0.98 2.32
C -1.72 -0.99 2.03
C -1.01 0.19 1.90
C 0.38 0.09 1.34
S 1.54 0.91 2.44
C 3.01 -0.31 2.20
F 4.14 0.30 2.60
F 2.72 -1.38 2.99
F 3.22 -0.79 0.93
O 2.10 2.06 1.81
O 1.07 0.99 3.79
C -1.63 1.41 2.19
C -3.00 1.42 2.46
H -5.52 1.28 3.07
H -5.77 -0.24 2.15
H -5.37 -0.32 3.86
H -3.61 -1.90 2.48
H -1.21 -1.94 1.84
H 0.78 -0.91 1.17
H -1.05 2.34 2.18
H -3.52 2.35 2.73
C -3.97 -3.06 -2.98
O -3.84 -1.61 -3.10
C -2.96 -0.98 -2.28
C -2.81 0.43 -2.38
C -1.74 1.06 -1.76
C -0.81 0.29 -1.02
C 0.39 0.88 -0.29
C 1.68 0.87 -0.93
C 2.58 2.02 -0.72
O 2.23 3.18 -0.49
N 3.92 1.65 -0.65
C 4.88 2.67 -0.30
C 4.43 0.47 -1.22
O 5.64 0.22 -1.24
N 3.52 -0.42 -1.78
C 4.13 -1.48 -2.53
C 2.12 -0.26 -1.75
O 1.41 -1.09 -2.27
C -0.97 -1.09 -0.94
C -2.13 -1.70 -1.42
H -4.77 -3.31 -3.66
H -3.04 -3.55 -3.29
H -4.24 -3.34 -1.97
H -3.53 0.95 -3.00
H -1.68 2.16 -1.80
H 0.18 1.87 0.16
H 5.89 2.23 -0.33
H 4.83 3.50 -1.02
H 4.67 3.05 0.71
H 3.38 -2.06 -3.08
H 4.86 -1.06 -3.23
H 4.67 -2.14 -1.84
H -0.22 -1.65 -0.39
H -2.26 -2.74 -1.14
*
```

The calculation puts the electronic energy at -58461.9718 eV. The calculation puts the LUMO energy at 2.55 eV. The HOMO-LUMO gap comes out at 6.38 eV. As for the SMILES: COc1ccc([C@H](c2c([O-])n(C)c(=O)n(C)c2=O)[C@H](c2ccc(C)cc2)S(=O)(=O)C(F)(F)F)cc1.

These are the Mulliken partial charges, in e, on atoms 1 to 2: -1.394, 1.249

(2)
A molecular structure, C23H22LuN3O3S3 at a distorted geometry, computed with wB97M-V/def2-TZVPD.

The geometry in ORCA input format:
```
! wB97M-V def2-TZVPD RIJCOSX def2/J DEFGRID3
* xyz 0 1
Lu 0.45 0.26 -0.55
C -2.11 0.25 1.59
N -1.70 -0.57 0.44
C -1.39 -1.95 0.88
C -0.08 -2.03 1.65
N 1.05 -1.71 0.77
C 1.37 -2.86 -0.11
C 2.28 -1.34 1.48
C 2.56 -1.82 2.75
C 3.76 -1.52 3.37
C 4.70 -0.73 2.71
C 4.43 -0.26 1.44
C 3.22 -0.55 0.80
S 2.99 0.01 -0.86
C -2.73 -0.62 -0.60
C -4.08 -0.50 -0.26
C -5.06 -0.56 -1.24
C -4.70 -0.74 -2.56
C -3.37 -0.87 -2.90
C -2.36 -0.82 -1.93
S -0.69 -1.06 -2.45
H -2.85 -0.26 2.21
H -2.55 1.18 1.22
H -1.26 0.50 2.22
H -1.34 -2.58 -0.01
H -2.21 -2.33 1.51
H 0.02 -3.05 2.05
H -0.09 -1.33 2.49
H 1.58 -3.75 0.49
H 2.25 -2.61 -0.70
H 0.55 -3.06 -0.79
H 1.84 -2.44 3.27
H 3.96 -1.89 4.36
H 5.64 -0.49 3.19
H 5.15 0.35 0.91
H -4.38 -0.36 0.76
H -6.10 -0.45 -0.95
H -5.46 -0.78 -3.33
H -3.07 -1.02 -3.93
O 2.36 2.49 2.89
S 0.98 2.46 2.55
O 0.07 1.83 3.47
N 0.74 1.79 1.05
C 0.13 2.64 0.22
O -0.25 2.27 -0.92
C -0.07 3.99 0.78
C -0.63 5.08 0.14
C -0.73 6.27 0.86
C -0.27 6.35 2.17
C 0.29 5.24 2.80
C 0.37 4.07 2.09
H -0.98 5.00 -0.88
H -1.16 7.15 0.39
H -0.34 7.29 2.70
H 0.65 5.30 3.82
*
```

The calculation puts the electronic energy at -100951.6756 eV. The calculation puts the LUMO energy at -0.49 eV. The HOMO-LUMO gap comes out at 7.20 eV.

These are the Mulliken partial charges, in e, on atoms 1 to 2: 0.643, -1.533

(3)
A molecular structure, C23H22LuN6O3S3, computed with wB97M-V/def2-TZVPD.

The geometry in ORCA input format:
```
! wB97M-V def2-TZVPD RIJCOSX def2/J DEFGRID3
* xyz 1 1
Lu -0.90 0.58 -0.04
S -2.93 -1.11 -0.38
C -1.60 -2.22 -0.22
N -0.40 -1.78 0.08
C 0.52 -2.82 0.17
C 1.86 -2.72 0.56
C 2.62 -3.87 0.58
C 2.07 -5.11 0.24
C 0.74 -5.23 -0.09
C -0.03 -4.07 -0.12
S -1.73 -3.92 -0.46
H 2.28 -1.78 0.84
H 3.66 -3.81 0.86
H 2.69 -5.99 0.26
H 0.32 -6.19 -0.33
C -2.33 -0.08 3.90
C -1.95 1.01 2.95
O -1.03 0.81 2.11
N -2.57 2.17 2.98
C -2.29 3.26 2.04
C -3.15 3.16 0.81
C -4.09 4.14 0.54
C -4.88 4.04 -0.59
C -4.71 2.94 -1.42
C -3.74 2.01 -1.08
N -2.98 2.10 0.01
H -1.48 -0.73 4.05
H -3.13 -0.66 3.43
H -2.69 0.31 4.85
H -3.32 2.29 3.66
H -1.22 3.23 1.79
H -2.46 4.20 2.56
H -4.19 4.99 1.21
H -5.62 4.79 -0.82
H -5.29 2.81 -2.31
H -3.57 1.14 -1.72
O 1.29 -1.76 -3.43
C 2.60 -2.19 -3.10
N 3.62 -1.23 -3.40
C 4.15 -0.27 -2.58
O 5.21 0.25 -2.84
C 3.47 0.07 -1.29
C 4.27 0.38 -0.19
C 3.67 0.74 1.00
C 2.29 0.79 1.07
N 1.52 0.54 0.01
C 2.09 0.20 -1.15
H 1.21 -1.72 -4.39
H 2.84 -3.11 -3.64
H 2.58 -2.41 -2.03
H 4.17 -1.35 -4.24
H 5.34 0.33 -0.30
H 4.26 0.97 1.88
H 1.78 1.06 1.99
H 1.43 0.03 -2.00
S 0.21 4.96 -0.29
C -0.12 3.48 -0.81
N -0.37 2.37 -1.15
*
```

The calculation puts the electronic energy at -105419.0552 eV. The calculation puts the LUMO energy at -2.49 eV. The HOMO-LUMO gap comes out at 8.34 eV.

These are the Mulliken partial charges, in e, on atoms 1 to 2: 1.626, -0.513

(4)
A molecular structure, C23H22N3O2Pd at a distorted geometry, computed with wB97M-V/def2-TZVPD.

The geometry in ORCA input format:
```
! wB97M-V def2-TZVPD RIJCOSX def2/J DEFGRID3
* xyz -1 3
Pd 0.11 0.12 0.10
C -0.15 4.48 -1.26
C -0.83 3.50 -2.18
C -1.76 4.01 -3.11
C -2.44 3.16 -3.98
C -2.19 1.80 -3.93
C -1.25 1.27 -3.03
C -1.02 -0.22 -3.01
C -0.52 2.12 -2.16
N 0.36 1.57 -1.28
C 1.68 1.85 -1.50
O 2.21 2.57 -2.35
C 2.62 1.11 -0.58
C 4.00 1.08 -0.67
C 4.69 0.21 0.19
C 3.99 -0.63 1.07
C 2.61 -0.53 1.09
N 2.00 0.38 0.34
C 1.67 -1.44 1.85
O 2.20 -2.25 2.61
N 0.35 -1.25 1.56
C -0.52 -2.10 2.18
C -1.18 -3.11 1.42
C -0.94 -3.25 -0.06
C -2.13 -3.95 2.03
C -2.42 -3.83 3.39
C -1.79 -2.85 4.14
C -0.87 -1.97 3.55
C -0.23 -0.91 4.41
H -0.76 5.38 -1.12
H 0.82 4.79 -1.67
H 0.00 4.05 -0.26
H -1.97 5.08 -3.13
H -3.17 3.56 -4.67
H -2.73 1.13 -4.60
H -1.66 -0.74 -3.73
H -1.26 -0.62 -2.02
H 0.02 -0.46 -3.26
H 4.50 1.69 -1.41
H 5.77 0.16 0.15
H 4.48 -1.35 1.70
H 0.11 -3.12 -0.32
H -1.54 -2.51 -0.60
H -1.23 -4.25 -0.41
H -2.64 -4.70 1.44
H -3.15 -4.49 3.85
H -2.03 -2.75 5.19
H -0.83 -0.72 5.31
H -0.15 0.05 3.89
H 0.76 -1.23 4.74
H -1.58 0.12 0.10
*
```

The calculation puts the electronic energy at -36253.5378 eV. Its expectation value of S² is 2.031. The calculation puts the LUMO energy (spin up / spin down) at 3.02 / 0.38 eV. The HOMO-LUMO gap (spin up / spin down) comes out at 4.88 / 5.84 eV.

These are the Mulliken partial charges, in e, on atoms 1 to 2: 0.434, -1.576